Record 1
{"formula": "C43H109BF4N7O7", "method": "ωB97M-V/def2-TZVPD", "total_charge": 5, "orbital_gap_ev": 3.328, "homo_ev": -10.860, "e_lumo_ev": -7.53, "e_above_lowest_ev": 1.567, "species": ["C", "C", "C", "N", "C", "C", "C", "C", "C", "H", "H", "H", "H", "H", "H", "H", "H", "H", "H", "H", "H", "H", "H", "H", "H", "H", "H", "C", "C", "C", "N", "C", "C", "C", "C", "C", "H", "H", "H", "H", "H", "H", "H", "H", "H", "H", "H", "H", "H", "H", "H", "H", "H", "H", "C", "N", "C", "C", "C", "C", "O", "H", "H", "H", "H", "H", "H", "H", "H", "H", "H", "H", "H", "H", "H", "C", "N", "C", "C", "C", "C", "O", "H", "H", "H", "H", "H", "H", "H", "H", "H", "H", "H", "H", "H", "H", "C", "N", "C", "C", "C", "C", "O", "H", "H", "H", "H", "H", "H", "H", "H", "H", "H", "H", "H", "H", "H", "C", "N", "C", "C", "C", "C", "O", "H", "H", "H", "H", "H", "H", "H", "H", "H", "H", "H", "H", "H", "H", "C", "N", "C", "C", "C", "C", "O", "H", "H", "H", "H", "H", "H", "H", "H", "H", "H", "H", "H", "H", "H", "B", "F", "F", "F", "F", "C", "C", "O", "O", "H", "H", "H"], "coordinates": [[-3.77, 17.92, -51.78], [-2.60, 17.96, -50.78], [-1.42, 17.07, -51.07], [-0.09, 17.42, -50.16], [-0.54, 17.53, -48.65], [0.96, 16.32, -50.33], [1.75, 16.85, -51.59], [1.44, 18.37, -51.77], [0.57, 18.72, -50.56], [-4.23, 16.94, -51.86], [-3.49, 18.19, -52.80], [-4.50, 18.69, -51.52], [-2.98, 17.63, -49.81], [-2.30, 18.98, -50.54], [-0.99, 17.20, -52.06], [-1.69, 16.02, -50.97], [-0.97, 16.60, -48.27], [-1.26, 18.31, -48.44], [0.35, 17.71, -48.04], [1.70, 16.44, -49.53], [0.58, 15.30, -50.32], [2.82, 16.72, -51.41], [1.52, 16.35, -52.52], [2.29, 19.05, -51.74], [0.91, 18.68, -52.67], [1.15, 18.94, -49.66], [-0.27, 19.42, -50.62], [6.14, 8.72, -45.83], [4.75, 8.16, -46.08], [4.36, 8.37, -47.53], [2.91, 7.77, -47.88], [1.97, 8.59, -47.03], [2.81, 6.23, -47.77], [1.68, 5.79, -48.70], [1.49, 6.84, -49.75], [2.59, 7.89, -49.35], [6.30, 8.73, -44.75], [6.20, 9.74, -46.23], [6.99, 8.21, -46.27], [4.18, 8.71, -45.33], [4.83, 7.12, -45.79], [5.05, 7.93, -48.25], [4.16, 9.39, -47.87], [2.00, 8.32, -45.97], [0.96, 8.26, -47.26], [2.20, 9.65, -47.14], [2.70, 5.83, -46.76], [3.75, 5.86, -48.18], [0.75, 5.59, -48.16], [2.05, 4.86, -49.14], [0.44, 7.13, -49.78], [1.78, 6.53, -50.76], [2.38, 8.92, -49.65], [3.49, 7.60, -49.89], [5.54, 11.72, -36.42], [3.98, 11.75, -36.18], [3.61, 10.64, -35.20], [3.82, 13.09, -35.41], [3.10, 11.69, -37.49], [3.59, 10.62, -38.45], [3.55, 9.33, -37.88], [6.13, 11.91, -35.52], [5.84, 12.51, -37.11], [5.69, 10.74, -36.86], [4.07, 9.69, -35.45], [2.53, 10.63, -35.06], [4.05, 10.76, -34.21], [4.07, 14.01, -35.94], [4.19, 13.10, -34.38], [2.75, 12.97, -35.22], [3.10, 12.69, -37.92], [2.06, 11.51, -37.23], [4.61, 10.75, -38.81], [2.90, 10.50, -39.28], [3.20, 8.78, -38.58], [11.24, 15.71, -49.68], [11.42, 15.64, -48.15], [10.13, 16.21, -47.47], [11.73, 14.12, -47.77], [12.70, 16.53, -47.77], [14.06, 16.04, -48.23], [14.21, 16.04, -49.67], [10.28, 15.22, -49.85], [11.99, 15.08, -50.16], [11.25, 16.73, -50.08], [9.86, 17.11, -48.02], [10.17, 16.26, -46.38], [9.40, 15.51, -47.86], [12.70, 13.72, -48.03], [10.95, 13.56, -48.29], [11.61, 14.00, -46.69], [12.80, 16.78, -46.72], [12.50, 17.51, -48.21], [14.52, 15.15, -47.80], [14.74, 16.76, -47.77], [15.10, 16.18, -49.99], [-3.28, 12.81, -42.25], [-4.51, 12.40, -41.46], [-5.10, 11.05, -41.91], [-4.01, 12.13, -40.00], [-5.55, 13.61, -41.76], [-6.77, 13.77, -40.74], [-6.27, 13.90, -39.35], [-2.98, 13.76, -41.81], [-3.57, 12.81, -43.30], [-2.50, 12.08, -42.08], [-5.63, 11.18, -42.85], [-5.98, 10.86, -41.30], [-4.29, 10.32, -42.00], [-3.12, 11.51, -40.13], [-4.86, 11.83, -39.40], [-3.59, 13.04, -39.57], [-5.82, 13.54, -42.82], [-5.00, 14.53, -41.59], [-7.56, 13.02, -40.72], [-7.31, 14.68, -41.00], [-5.55, 14.53, -39.28], [3.36, 22.69, -43.81], [4.54, 23.25, -44.68], [5.59, 24.07, -43.85], [5.28, 22.12, -45.52], [3.88, 24.21, -45.79], [3.11, 25.45, -45.27], [1.72, 25.17, -45.01], [2.51, 22.49, -44.47], [3.14, 23.43, -43.04], [3.71, 21.70, -43.53], [5.17, 25.05, -43.62], [6.53, 24.20, -44.38], [5.79, 23.45, -42.98], [6.02, 22.68, -46.08], [4.53, 21.61, -46.13], [5.79, 21.41, -44.87], [3.30, 23.49, -46.36], [4.69, 24.48, -46.47], [3.23, 26.45, -45.68], [3.43, 25.63, -44.25], [1.21, 25.04, -45.82], [11.98, 15.28, -36.69], [11.73, 16.45, -37.70], [11.35, 17.66, -36.74], [13.08, 16.64, -38.47], [10.38, 16.25, -38.43], [10.50, 15.18, -39.46], [10.54, 13.76, -39.01], [11.08, 15.14, -36.09], [12.92, 15.39, -36.15], [12.21, 14.41, -37.30], [11.02, 18.44, -37.42], [12.18, 18.03, -36.13], [10.50, 17.55, -36.06], [12.92, 17.53, -39.07], [13.34, 15.80, -39.11], [13.85, 16.94, -37.75], [10.31, 17.09, -39.13], [9.54, 16.24, -37.75], [11.24, 15.35, -40.25], [9.57, 15.27, -40.02], [11.27, 13.33, -39.46], [3.67, 15.00, -43.97], [3.09, 16.18, -43.55], [2.75, 14.14, -44.49], [4.45, 15.29, -45.04], [4.37, 14.35, -43.00], [-0.79, 18.56, -39.26], [-1.51, 17.74, -38.27], [-0.85, 17.03, -37.54], [-2.78, 17.68, -38.27], [-1.24, 18.38, -40.24], [0.28, 18.33, -39.26], [-0.99, 19.62, -39.08]], "mulliken_charge": [-1.433, -0.341, -0.573, -0.048, -1.054, -0.560, -0.541, -0.711, -0.536, 0.353, 0.374, 0.375, 0.349, 0.331, 0.418, 0.416, 0.388, 0.381, 0.490, 0.337, 0.342, 0.382, 0.266, 0.403, 0.360, 0.434, 0.397, -1.502, 0.031, -0.890, 0.197, -0.916, -0.701, -0.548, -0.563, -0.676, 0.377, 0.383, 0.383, 0.318, 0.282, 0.303, 0.502, 0.338, 0.434, 0.322, 0.403, 0.388, 0.335, 0.323, 0.297, 0.333, 0.432, 0.412, -1.013, -0.085, -0.844, -0.967, -0.442, -0.503, -0.458, 0.357, 0.409, 0.418, 0.334, 0.416, 0.382, 0.370, 0.366, 0.484, 0.390, 0.348, 0.265, 0.459, 0.314, -0.930, 0.019, -0.860, -0.824, -0.552, -0.594, -0.488, 0.432, 0.403, 0.336, 0.360, 0.312, 0.411, 0.337, 0.391, 0.354, 0.416, 0.398, 0.367, 0.394, 0.319, -0.964, -0.046, -0.859, -0.929, -0.547, -0.516, -0.505, 0.467, 0.368, 0.374, 0.358, 0.408, 0.356, 0.391, 0.373, 0.430, 0.409, 0.418, 0.327, 0.350, 0.332, -0.780, -0.207, -0.808, -0.893, -0.408, -0.542, -0.510, 0.323, 0.364, 0.404, 0.351, 0.331, 0.410, 0.410, 0.395, 0.358, 0.519, 0.387, 0.408, 0.171, 0.316, -0.856, -0.070, -0.878, -0.884, -0.228, -0.901, -0.528, 0.389, 0.383, 0.378, 0.428, 0.370, 0.378, 0.398, 0.334, 0.390, 0.315, 0.434, 0.408, 0.413, 0.326, 0.614, -0.395, -0.407, -0.411, -0.403, -0.672, 0.493, -0.711, -0.762, 0.204, 0.246, 0.208]}


Record 2
{"formula": "C43H110F3O15Zn", "method": "ωB97M-V/def2-TZVPD", "total_charge": 2, "orbital_gap_ev": [3.412, 1.175], "homo_ev": [-12.441, -12.441], "s2": 0.754, "e_lumo_ev": [-9.03, -11.27], "multiplicity": 2, "species": ["Zn", "C", "O", "O", "C", "F", "F", "F", "C", "C", "H", "H", "H", "H", "H", "H", "C", "C", "C", "O", "H", "H", "H", "H", "H", "H", "H", "H", "C", "C", "C", "O", "H", "H", "H", "H", "H", "H", "H", "H", "C", "C", "C", "O", "H", "H", "H", "H", "H", "H", "H", "H", "C", "C", "C", "O", "H", "H", "H", "H", "H", "H", "H", "H", "C", "C", "C", "O", "H", "H", "H", "H", "H", "H", "H", "H", "C", "C", "C", "O", "H", "H", "H", "H", "H", "H", "H", "H", "C", "C", "C", "O", "H", "H", "H", "H", "H", "H", "H", "H", "C", "C", "C", "O", "H", "H", "H", "H", "H", "H", "H", "H", "C", "C", "C", "O", "H", "H", "H", "H", "H", "H", "H", "H", "C", "C", "C", "O", "H", "H", "H", "H", "H", "H", "H", "H", "C", "C", "C", "O", "H", "H", "H", "H", "H", "H", "H", "H", "C", "C", "C", "O", "H", "H", "H", "H", "H", "H", "H", "H", "C", "C", "C", "O", "H", "H", "H", "H", "H", "H", "H", "H"], "coordinates": [[-2.55, -3.02, 2.44], [0.08, -1.22, 1.57], [-0.95, -0.80, 0.70], [-0.60, -2.21, 2.37], [1.43, -1.50, 0.73], [2.07, -0.35, 0.36], [2.37, -2.00, 1.54], [1.27, -2.26, -0.36], [-0.85, 0.52, 0.11], [-2.14, 0.93, -0.52], [-3.00, 0.70, 0.10], [-2.24, 2.01, -0.62], [-2.28, 0.56, -1.54], [0.02, 0.63, -0.53], [-0.70, 1.29, 0.87], [0.30, -0.44, 2.30], [-7.87, 1.93, 0.15], [-6.43, 1.43, 0.40], [-6.08, 0.30, -0.54], [-5.57, 2.53, 0.11], [-8.30, 2.54, 0.95], [-8.57, 1.14, -0.11], [-7.95, 2.44, -0.81], [-6.28, 1.16, 1.45], [-5.05, 0.07, -0.28], [-6.12, 0.64, -1.57], [-6.75, -0.56, -0.44], [-5.37, 3.00, 0.93], [1.28, -4.81, 3.76], [1.14, -3.90, 5.00], [2.21, -2.84, 4.99], [-0.06, -3.16, 5.05], [1.39, -4.26, 2.83], [0.45, -5.51, 3.76], [2.21, -5.37, 3.86], [1.09, -4.48, 5.92], [2.08, -2.07, 5.75], [2.04, -2.35, 4.03], [3.20, -3.28, 5.05], [-0.01, -2.65, 4.24], [4.03, 0.24, 3.62], [4.12, 1.36, 2.59], [2.87, 2.18, 2.38], [5.02, 2.33, 3.11], [3.65, 0.61, 4.58], [4.96, -0.28, 3.79], [3.34, -0.53, 3.29], [4.51, 0.92, 1.68], [3.13, 3.00, 1.72], [2.61, 2.59, 3.36], [2.00, 1.59, 2.11], [5.04, 3.02, 2.44], [-0.05, -0.48, -3.56], [1.40, -0.95, -3.50], [1.53, -2.35, -4.00], [2.10, -0.17, -4.49], [-0.16, 0.60, -3.59], [-0.64, -0.72, -2.68], [-0.50, -0.79, -4.50], [1.86, -0.84, -2.51], [2.53, -2.70, -3.75], [1.30, -2.46, -5.06], [0.88, -3.02, -3.43], [1.91, 0.73, -4.21], [5.99, -2.57, 0.66], [6.37, -3.09, 2.03], [5.22, -3.66, 2.84], [7.32, -4.06, 1.81], [6.87, -2.25, 0.10], [5.30, -1.73, 0.68], [5.55, -3.43, 0.16], [6.86, -2.22, 2.48], [5.52, -4.11, 3.78], [4.61, -4.35, 2.24], [4.47, -2.91, 3.09], [7.88, -3.82, 1.08], [-0.10, 3.76, -2.45], [1.47, 3.75, -2.37], [2.01, 3.65, -0.94], [2.00, 2.66, -3.10], [-0.40, 3.92, -3.49], [-0.52, 4.52, -1.80], [-0.55, 2.81, -2.15], [1.78, 4.64, -2.92], [3.10, 3.61, -1.03], [1.74, 2.66, -0.56], [1.82, 4.44, -0.22], [2.94, 2.71, -2.92], [-5.54, 5.32, -3.97], [-5.39, 4.25, -2.86], [-4.00, 4.28, -2.26], [-6.29, 4.54, -1.81], [-4.77, 5.05, -4.69], [-5.43, 6.31, -3.53], [-6.51, 5.22, -4.45], [-5.58, 3.24, -3.22], [-3.81, 3.46, -1.57], [-3.93, 5.22, -1.71], [-3.18, 4.24, -2.98], [-6.14, 3.94, -1.07], [1.10, -6.17, -0.07], [1.97, -5.99, -1.26], [3.32, -5.23, -0.95], [2.25, -7.26, -1.89], [0.65, -5.21, 0.17], [1.60, -6.44, 0.86], [0.29, -6.89, -0.23], [1.45, -5.45, -2.06], [3.99, -5.30, -1.81], [3.91, -5.75, -0.20], [3.19, -4.18, -0.67], [1.42, -7.65, -2.17], [-4.03, -2.61, -1.77], [-3.09, -3.33, -0.81], [-1.69, -3.64, -1.37], [-2.92, -2.55, 0.40], [-4.41, -3.27, -2.54], [-3.66, -1.73, -2.30], [-5.00, -2.34, -1.34], [-3.54, -4.28, -0.51], [-1.08, -2.74, -1.33], [-1.78, -4.06, -2.37], [-1.21, -4.35, -0.69], [-2.34, -1.84, 0.14], [-4.69, 0.35, -4.11], [-4.31, 1.24, -5.31], [-2.85, 1.20, -5.69], [-5.05, 0.84, -6.48], [-4.16, 0.66, -3.21], [-4.42, -0.68, -4.31], [-5.76, 0.42, -3.89], [-4.64, 2.26, -5.13], [-2.65, 1.86, -6.53], [-2.59, 0.22, -6.09], [-2.20, 1.52, -4.88], [-4.81, 1.47, -7.16], [-1.27, 1.38, 6.46], [-0.67, 0.31, 5.58], [0.74, 0.64, 5.05], [-0.53, -0.87, 6.37], [-0.52, 1.57, 7.24], [-2.22, 1.03, 6.87], [-1.48, 2.29, 5.90], [-1.30, 0.05, 4.73], [0.85, 1.52, 4.41], [1.16, -0.20, 4.50], [1.41, 0.74, 5.91], [0.13, -0.66, 7.04], [-2.23, 2.61, 2.84], [-1.59, 3.98, 2.86], [-0.36, 4.01, 2.02], [-2.48, 4.98, 2.34], [-3.13, 2.48, 3.44], [-1.56, 1.93, 3.38], [-2.43, 2.25, 1.83], [-1.33, 4.21, 3.89], [-0.12, 5.07, 1.93], [-0.48, 3.68, 0.99], [0.44, 3.49, 2.55], [-2.12, 5.85, 2.56], [6.63, 1.18, -2.82], [5.18, 1.50, -2.75], [4.52, 0.80, -1.49], [4.95, 2.93, -2.84], [7.07, 1.51, -3.77], [6.87, 0.12, -2.92], [7.20, 1.63, -2.01], [4.76, 1.10, -3.68], [4.90, 1.21, -0.56], [4.90, -0.22, -1.46], [3.44, 0.89, -1.49], [5.39, 3.23, -3.64]], "mulliken_charge": [0.716, 1.010, -0.473, 0.607, 0.181, -0.026, 0.042, 0.043, 1.912, -2.134, 0.328, 0.280, 0.137, -0.277, -0.836, -0.758, -1.519, 0.518, -0.692, -0.361, 0.373, 0.395, 0.324, 0.374, -0.037, -0.032, 0.546, 0.134, -0.854, 0.065, -0.497, -0.478, -0.170, 0.386, 0.479, 0.480, 0.172, -0.323, 0.549, 0.031, -1.416, 1.365, -0.633, -0.644, 0.350, 0.443, -0.015, -0.637, 0.371, 0.545, -0.108, 0.418, -0.378, 1.883, -1.735, -0.721, -0.002, -0.414, 0.484, -0.492, 0.447, 0.444, 0.070, 0.361, -1.170, 0.564, -0.452, -0.199, 0.584, -0.106, 0.563, 0.274, 0.475, 0.294, -0.272, 0.454, -1.141, 0.197, -1.329, -0.483, 0.533, 0.552, -0.199, 0.341, 0.579, 0.160, 0.566, 0.071, -1.520, 1.120, -0.946, -0.672, 0.322, 0.407, 0.394, 0.021, -0.076, 0.395, 0.289, 0.318, -0.630, 0.581, -1.100, -0.601, -0.272, 0.241, 0.501, 0.057, 0.488, 0.421, 0.034, 0.360, -1.443, 0.129, -0.257, -0.410, 0.565, 0.059, 0.380, 0.625, -0.346, 0.564, -0.111, 0.524, -0.814, 0.589, -1.162, -0.604, -0.206, 0.670, 0.396, 0.005, 0.508, 0.342, 0.011, 0.372, -1.522, 0.396, -0.456, -0.534, 0.407, 0.379, 0.226, 0.073, 0.194, -0.279, 0.753, 0.419, -0.085, 0.253, -0.492, -0.556, 0.553, -0.347, -0.427, 0.322, 0.670, -0.122, -0.137, 0.355, -1.654, 0.505, -0.241, -0.538, 0.464, 0.374, 0.342, 0.255, 0.210, 0.314, -0.388, 0.339]}